Record 1
{
  "formula": "C32H93N16O5P5",
  "method": "ωB97M-V with the def2-TZVPD basis set",
  "total_charge": -1,
  "orbital_gap_ev": [1.3, 8.4],
  "homo_energy_ev": [0.74, -6.27],
  "multiplicity": 2,
  "e_tot_ev": -115218.486,
  "s2": 0.750,
  "elements": ["O", "P", "N", "C", "C", "N", "C", "C", "N", "C", "C", "H", "H", "H", "H", "H", "H", "H", "H", "H", "H", "H", "H", "H", "H", "H", "H", "H", "H", "O", "P", "N", "C", "C", "N", "C", "C", "N", "C", "C", "H", "H", "H", "H", "H", "H", "H", "H", "H", "H", "H", "H", "H", "H", "H", "H", "H", "H", "O", "P", "N", "C", "C", "N", "C", "C", "N", "C", "C", "H", "H", "H", "H", "H", "H", "H", "H", "H", "H", "H", "H", "H", "H", "H", "H", "H", "H", "O", "P", "N", "C", "C", "N", "C", "C", "N", "C", "C", "H", "H", "H", "H", "H", "H", "H", "H", "H", "H", "H", "H", "H", "H", "H", "H", "H", "H", "O", "P", "N", "C", "C", "N", "C", "C", "N", "C", "C", "H", "H", "H", "H", "H", "H", "H", "H", "H", "H", "H", "H", "H", "H", "H", "H", "H", "H", "C", "C", "N", "H", "H", "H"],
  "positions_angstrom": [[-5.105, -9.370, 23.268], [-5.955, -10.600, 23.172], [-6.830, -10.911, 24.629], [-6.098, -11.463, 25.802], [-7.928, -10.062, 24.939], [-5.171, -12.089, 22.885], [-5.877, -13.351, 22.888], [-3.940, -12.160, 22.078], [-7.189, -10.465, 21.954], [-8.412, -11.173, 21.975], [-7.041, -9.433, 20.937], [-5.563, -10.651, 26.294], [-5.413, -12.256, 25.500], [-6.853, -11.922, 26.440], [-8.585, -10.691, 25.540], [-8.450, -9.672, 24.065], [-7.586, -9.170, 25.464], [-6.263, -13.523, 21.883], [-5.182, -14.120, 23.227], [-6.738, -13.432, 23.551], [-4.167, -12.471, 21.058], [-3.467, -11.183, 21.982], [-3.351, -12.962, 22.522], [-8.625, -11.655, 21.021], [-8.469, -11.761, 22.891], [-9.283, -10.519, 21.949], [-6.469, -8.604, 21.352], [-8.013, -8.980, 20.740], [-6.592, -9.808, 20.017], [1.572, -20.028, 22.226], [0.420, -20.726, 22.878], [-1.019, -19.787, 22.920], [-1.126, -18.549, 22.189], [-2.216, -20.187, 23.749], [0.736, -21.227, 24.523], [1.554, -20.499, 25.411], [-0.251, -22.118, 25.170], [0.141, -22.172, 22.055], [1.181, -23.233, 22.195], [-0.652, -22.135, 20.827], [-2.143, -18.456, 21.809], [-0.422, -18.637, 21.362], [-0.945, -17.722, 22.877], [-2.007, -19.901, 24.780], [-2.344, -21.269, 23.727], [-3.113, -19.748, 23.313], [1.028, -20.024, 26.238], [2.259, -21.133, 25.949], [2.059, -19.692, 24.878], [-0.859, -22.573, 24.388], [0.263, -22.924, 25.693], [-0.932, -21.600, 25.846], [1.222, -23.504, 23.250], [0.926, -24.188, 21.736], [2.165, -22.872, 21.898], [-1.173, -23.039, 20.512], [0.107, -21.929, 20.072], [-1.303, -21.262, 20.855], [-4.254, -16.915, 24.951], [-3.867, -16.479, 26.326], [-2.772, -15.136, 26.381], [-1.712, -14.964, 27.420], [-2.647, -14.267, 25.195], [-3.225, -17.684, 27.392], [-4.103, -18.688, 27.858], [-1.891, -18.199, 27.199], [-5.219, -15.845, 27.217], [-6.258, -15.323, 26.351], [-5.310, -15.433, 28.625], [-1.737, -13.938, 27.786], [-0.734, -15.186, 26.994], [-1.898, -15.586, 28.295], [-2.032, -14.671, 24.391], [-2.445, -13.232, 25.469], [-3.596, -14.156, 24.670], [-3.900, -19.640, 27.368], [-3.885, -18.884, 28.908], [-5.116, -18.284, 27.855], [-1.767, -19.208, 27.591], [-1.614, -18.303, 26.150], [-1.209, -17.550, 27.747], [-6.598, -16.108, 25.675], [-7.191, -15.166, 26.893], [-6.011, -14.434, 25.771], [-4.518, -14.731, 28.884], [-5.106, -16.255, 29.311], [-6.289, -15.011, 28.849], [-3.697, -11.100, 17.453], [-4.970, -11.736, 17.014], [-4.713, -12.420, 15.447], [-4.079, -11.640, 14.364], [-5.691, -13.345, 14.839], [-6.263, -10.708, 16.658], [-7.527, -11.276, 16.150], [-6.226, -9.253, 16.799], [-5.576, -13.045, 17.996], [-4.781, -14.264, 18.275], [-6.497, -12.775, 19.068], [-3.315, -11.045, 14.864], [-4.807, -10.931, 13.971], [-3.507, -12.270, 13.682], [-5.132, -14.041, 14.213], [-6.513, -12.872, 14.303], [-6.265, -13.938, 15.550], [-7.666, -11.011, 15.102], [-7.495, -12.355, 16.301], [-8.302, -10.967, 16.851], [-6.347, -8.805, 15.813], [-7.020, -8.892, 17.453], [-5.275, -8.851, 17.150], [-4.195, -14.535, 17.396], [-4.142, -14.157, 19.152], [-5.449, -15.119, 18.381], [-7.158, -13.620, 19.257], [-6.937, -11.810, 18.818], [-5.914, -12.613, 19.975], [-6.812, -22.479, 22.906], [-5.908, -22.928, 21.801], [-4.599, -23.848, 22.340], [-4.431, -24.221, 23.781], [-3.717, -24.509, 21.389], [-5.196, -21.612, 20.992], [-4.446, -21.516, 19.684], [-5.438, -20.333, 21.694], [-6.643, -23.900, 20.588], [-7.059, -25.223, 20.894], [-7.522, -23.177, 19.703], [-4.451, -23.444, 24.545], [-3.502, -24.763, 23.955], [-5.267, -24.866, 24.054], [-3.932, -25.534, 21.691], [-2.656, -24.334, 21.566], [-3.985, -24.378, 20.341], [-4.957, -22.103, 18.921], [-4.375, -20.474, 19.372], [-3.524, -22.092, 19.761], [-5.218, -20.532, 22.743], [-4.920, -19.473, 21.270], [-6.500, -20.109, 21.597], [-7.887, -25.206, 21.602], [-7.420, -25.713, 19.989], [-6.239, -25.805, 21.315], [-8.577, -23.229, 19.973], [-7.474, -23.559, 18.683], [-7.348, -22.112, 19.549], [-4.716, -16.432, 21.313], [-5.940, -17.103, 20.934], [-6.950, -17.627, 20.651], [-3.885, -16.756, 20.686], [-4.476, -16.663, 22.351], [-4.839, -15.349, 21.322]]
}

Record 2
{
  "formula": "C28H40HfN4O6Se",
  "method": "ωB97M-V with the def2-TZVPD basis set",
  "total_charge": 0,
  "orbital_gap_ev": 6.0,
  "homo_energy_ev": -5.94,
  "multiplicity": 1,
  "e_tot_ev": -114584.729,
  "elements": ["Hf", "O", "C", "O", "C", "C", "C", "C", "C", "O", "C", "C", "O", "O", "H", "H", "H", "H", "H", "H", "H", "H", "C", "C", "C", "C", "C", "C", "C", "C", "C", "C", "H", "H", "H", "H", "H", "H", "H", "H", "H", "H", "H", "H", "C", "N", "C", "C", "N", "C", "C", "Se", "H", "H", "H", "H", "H", "H", "H", "H", "C", "N", "C", "C", "O", "N", "C", "C", "H", "H", "H", "H", "H", "H", "H", "H", "H", "H", "H", "H"],
  "positions_angstrom": [[1.395, -1.276, -0.577], [2.415, -2.287, -3.808], [2.102, -1.277, -3.230], [0.963, -1.108, -2.567], [3.045, -0.064, -3.164], [2.252, 1.231, -2.899], [3.070, 2.461, -3.281], [4.132, 2.478, -2.156], [3.685, 1.292, -1.299], [2.246, 1.284, -1.453], [4.057, -0.041, -1.950], [3.957, -1.208, -0.936], [4.364, -2.299, -1.271], [3.347, -0.947, 0.204], [3.588, -0.041, -4.107], [1.229, 1.221, -3.261], [2.439, 3.349, -3.248], [3.494, 2.377, -4.281], [4.097, 3.404, -1.583], [5.150, 2.345, -2.520], [3.948, 1.351, -0.248], [5.080, -0.060, -2.325], [0.473, -3.431, 2.275], [0.161, -4.010, 0.883], [0.700, -5.458, 0.840], [0.868, -3.176, -0.171], [-1.367, -4.084, 0.696], [-2.061, -3.343, -0.252], [-3.445, -3.416, -0.370], [-4.179, -4.241, 0.465], [-3.505, -5.007, 1.409], [-2.125, -4.933, 1.512], [1.541, -3.535, 2.475], [-0.084, -3.941, 3.067], [0.226, -2.365, 2.320], [1.789, -5.425, 0.787], [0.334, -5.979, -0.047], [0.422, -6.040, 1.722], [0.761, -3.698, -1.140], [-1.506, -2.713, -0.937], [-3.942, -2.820, -1.127], [-5.256, -4.305, 0.373], [-4.056, -5.671, 2.064], [-1.630, -5.541, 2.258], [-3.363, 2.884, -3.704], [-3.276, 3.661, -2.483], [-4.028, 4.779, -2.176], [-3.657, 5.182, -0.947], [-2.683, 4.301, -0.509], [-1.986, 4.379, 0.756], [-2.446, 3.358, -1.456], [-1.259, 1.964, -1.390], [-3.968, 3.432, -4.422], [-3.813, 1.912, -3.502], [-2.364, 2.720, -4.102], [-4.753, 5.184, -2.858], [-3.991, 6.008, -0.348], [-2.667, 4.752, 1.519], [-1.120, 5.038, 0.681], [-1.642, 3.381, 1.010], [1.538, 1.101, 3.967], [1.211, 1.301, 2.558], [2.356, 1.636, 1.720], [0.220, 0.566, 1.988], [0.412, -0.059, 0.914], [-0.977, 0.548, 2.595], [-1.392, 1.538, 3.571], [-2.003, -0.403, 2.201], [2.452, 0.507, 4.046], [0.744, 0.567, 4.481], [1.701, 2.060, 4.462], [2.818, 2.538, 2.121], [2.012, 1.834, 0.706], [3.092, 0.827, 1.702], [-0.707, 2.381, 3.573], [-1.447, 1.117, 4.578], [-2.390, 1.886, 3.298], [-1.606, -1.093, 1.474], [-2.850, 0.123, 1.758], [-2.341, -0.963, 3.074]]
}

Summary of M in g mol⁻¹
937.07; 786.10
(order as listed above)